# C8H32Fe2O16S2

A structure of composition C8H32Fe2O16S2 in a non-equilibrium geometry (ωB97M-V with the def2-TZVPD basis set, the OMol25 dataset).

Summary:
**Frontier orbital gap (spin up / spin down)**: 6.07 / 3.17 eV
**Relative energy (zero: lowest compared OMol25 entry of this formula, charge and spin)**: 0.00 kJ/mol
**LUMO (spin up / spin down)**: -8.04 / -10.94 eV
**Max |F|**: 8.4 eV Å⁻¹

ORCA input file:
```
! wB97M-V def2-TZVPD RIJCOSX def2/J DEFGRID3
* xyz 2 11
Fe 0.119 -1.540 2.588
Fe 0.647 2.619 0.978
S -0.148 -0.435 0.163
O -0.559 -0.972 -1.108
O 0.052 1.002 0.241
O -1.015 -0.790 1.269
O 0.926 -1.114 0.866
S 0.820 0.781 3.723
O -0.408 0.020 3.610
O 1.116 1.209 5.110
O 1.535 -0.375 3.265
O 0.843 1.795 2.693
C 1.632 -2.774 -3.054
O 0.469 -2.916 -2.351
H 1.768 -3.436 -3.909
H 1.852 -1.795 -3.480
H 2.504 -2.955 -2.425
H 0.255 -2.102 -1.890
C 2.868 -3.029 2.019
O 1.685 -2.995 2.836
H 2.616 -3.543 1.092
H 3.271 -2.036 1.822
H 3.603 -3.675 2.500
H 1.921 -3.581 3.559
C 3.506 1.621 1.453
O 2.503 1.977 0.457
H 3.372 0.633 1.895
H 4.416 1.435 0.883
H 3.673 2.355 2.241
H 2.985 1.954 -0.373
C -1.366 4.230 2.526
O -1.243 3.191 1.550
H -0.910 5.172 2.220
H -2.424 4.421 2.703
H -0.849 3.979 3.452
H -2.116 2.802 1.454
C -1.530 -3.714 0.733
O -0.797 -3.368 1.916
H -2.037 -2.853 0.298
H -0.817 -4.129 0.020
H -2.336 -4.426 0.908
H -0.565 -4.223 2.287
C -3.626 -0.317 -2.119
O -3.116 -1.401 -1.461
H -3.237 0.633 -1.752
H -3.251 -0.411 -3.138
H -4.712 -0.221 -2.110
H -2.175 -1.253 -1.342
C -0.222 0.529 -4.323
O -0.943 0.750 -3.092
H 0.281 1.441 -4.644
H 0.493 -0.291 -4.259
H -0.974 0.251 -5.062
H -0.704 0.048 -2.482
C -1.678 3.991 -1.834
O -1.586 2.723 -1.240
H -1.608 4.746 -1.051
H -0.723 4.032 -2.358
H -2.517 4.216 -2.492
H -1.543 2.112 -1.980
*
```

# C20H35N3O4

The molecule C20H35N3O4 (ωB97M-V with the def2-TZVPD basis set, the OMol25 dataset).

Summary:
**Frontier orbital gap**: 10.03 eV
**Relative energy (zero: lowest compared OMol25 entry of this formula, charge and spin)**: 48.08 kJ/mol
**LUMO**: 0.79 eV
**Max |F|**: 0.5 eV Å⁻¹

ORCA input file:
```
! wB97M-V def2-TZVPD RIJCOSX def2/J DEFGRID3
* xyz 0 1
C 6.164 0.472 -0.172
C 4.949 0.058 0.645
H 4.612 -0.938 0.339
H 5.170 0.063 1.715
O 3.871 0.977 0.491
C 3.107 0.805 -0.615
O 3.263 -0.089 -1.413
N 2.160 1.763 -0.735
C 1.138 1.614 -1.755
H 0.994 0.549 -1.953
C -0.183 2.253 -1.307
N -0.443 1.993 0.090
C -1.515 1.402 0.656
O -1.545 1.192 1.859
C -2.680 0.917 -0.218
N -2.526 -0.523 -0.300
C -1.781 -1.092 -1.272
O -1.427 -0.459 -2.251
C -1.447 -2.573 -1.122
C -1.716 -3.209 0.244
C -0.784 -2.686 1.339
C 0.684 -2.858 0.942
C 1.603 -2.289 2.019
H 1.413 -1.226 2.156
H 2.646 -2.417 1.736
H 1.440 -2.791 2.971
C 0.922 -2.166 -0.398
C 0.032 -2.755 -1.487
H 0.229 -2.257 -2.437
H 0.250 -3.819 -1.605
H 0.702 -1.101 -0.290
H 1.968 -2.254 -0.694
H 0.896 -3.928 0.827
H -0.963 -1.627 1.539
H -0.982 -3.230 2.266
H -2.763 -3.084 0.536
H -1.548 -4.284 0.139
H -2.057 -3.086 -1.877
H -2.701 -1.018 0.560
H -2.648 1.305 -1.236
C -4.017 1.297 0.432
C -4.141 2.817 0.494
H -3.336 3.242 1.089
H -5.087 3.097 0.951
H -4.101 3.245 -0.506
C -5.180 0.691 -0.346
H -5.087 -0.390 -0.409
H -6.122 0.930 0.141
H -5.205 1.090 -1.358
H -4.014 0.904 1.455
C 0.612 2.396 1.017
H 0.262 3.238 1.626
C 1.887 2.766 0.264
H 2.723 2.819 0.959
H 1.780 3.736 -0.231
H 0.803 1.558 1.695
H -0.157 3.338 -1.467
H -0.963 1.824 -1.931
H 1.465 2.086 -2.689
H 6.474 1.479 0.096
H 6.983 -0.216 0.018
H 5.919 0.446 -1.231
*
```

# C28H48BLaN6

A structure of composition C28H48BLaN6 in a non-equilibrium geometry (ωB97M-V with the def2-TZVPD basis set, the OMol25 dataset).

Summary:
**Frontier orbital gap**: 5.06 eV
**LUMO**: 0.42 eV
**Max |F|**: 1.7 eV Å⁻¹

ORCA input file:
```
! wB97M-V def2-TZVPD RIJCOSX def2/J DEFGRID3
* xyz 0 1
La -2.304 -0.302 1.399
C -1.156 4.370 2.998
C -0.770 2.921 3.320
C -2.020 2.120 3.681
C 0.063 2.362 2.203
C 1.274 2.890 1.753
C 1.655 2.096 0.690
C 2.864 2.314 -0.180
C 4.135 2.441 0.668
C 2.661 3.560 -1.050
N 0.713 1.134 0.527
N -0.276 1.303 1.471
B 0.719 -0.030 -0.522
N 0.767 -1.435 0.195
N -0.362 -1.851 0.847
C -0.120 -3.043 1.380
C 1.185 -3.425 1.086
C 1.732 -2.384 0.348
C 3.186 -2.433 -0.098
C 3.899 -1.132 -0.448
C 3.395 -3.496 -1.185
C -1.174 -3.783 2.157
C -0.704 -4.081 3.581
C -1.592 -5.061 1.422
N -0.494 0.092 -1.507
N -1.799 0.243 -1.087
C -2.548 0.378 -2.182
C -1.740 0.311 -3.322
C -0.453 0.131 -2.864
C 0.751 -0.024 -3.761
C 1.415 -1.393 -3.609
C 1.756 1.129 -3.688
C -4.034 0.615 -2.197
C -4.737 0.524 -0.845
C -4.327 1.971 -2.853
H -1.694 4.814 3.840
H -1.812 4.399 2.121
H -0.284 4.990 2.785
H -0.120 2.939 4.197
H -2.775 2.160 2.882
H -2.483 2.565 4.560
H -1.824 1.073 3.927
H 1.800 3.748 2.147
H 2.983 1.465 -0.844
H 4.116 3.362 1.260
H 5.019 2.474 0.025
H 4.244 1.604 1.361
H 2.554 4.451 -0.425
H 1.763 3.471 -1.666
H 3.520 3.708 -1.713
H 1.697 0.077 -1.178
H 1.698 -4.327 1.390
H 3.690 -2.811 0.792
H 3.619 -0.756 -1.434
H 4.977 -1.315 -0.461
H 3.700 -0.355 0.292
H 2.887 -3.225 -2.111
H 3.014 -4.468 -0.867
H 4.462 -3.601 -1.402
H -2.060 -3.140 2.236
H 0.183 -4.720 3.563
H -1.487 -4.598 4.140
H -0.452 -3.164 4.120
H -0.731 -5.722 1.296
H -1.994 -4.840 0.431
H -2.354 -5.597 1.991
H -2.049 0.381 -4.357
H 0.319 0.012 -4.761
H 1.731 -1.551 -2.579
H 2.296 -1.474 -4.255
H 0.721 -2.196 -3.870
H 2.327 1.121 -2.759
H 1.248 2.095 -3.766
H 2.465 1.051 -4.517
H -4.451 -0.161 -2.842
H -4.387 1.299 -0.155
H -4.633 -0.445 -0.354
H -5.805 0.680 -0.983
H -3.939 2.782 -2.228
H -5.405 2.112 -2.962
H -3.869 2.059 -3.839
C -4.283 -0.477 2.667
H -4.910 -1.367 2.842
H -4.792 0.385 3.137
*
```